Molecular formula: C49H109NO6P3
Method: DFT, the ωB97M-V functional and the def2-TZVPD basis

Last column: Mulliken charge in e.
Element x y z (Å)
C1 -6.0425 0.4640 -0.9141  -1.4920
C2 -4.6335 0.7025 -1.3289  -1.0471
C3 -3.7406 -0.5370 -1.2990  0.5400
C4 -4.1544 -1.6129 -2.2540  -1.1147
P1 -3.0066 -2.9971 -2.2609  0.5746
C5 -3.2751 -4.2370 -3.6308  -0.9666
C6 -2.0635 -5.2137 -3.9453  -0.4252
C7 -2.3227 -6.1762 -5.1288  -0.6233
C8 -3.5422 -7.1098 -4.9061  -1.1548
C9 -2.9774 -3.6552 -0.5234  -0.3754
C10 -3.9874 -4.7906 -0.1837  -1.0692
C11 -5.5231 -4.5603 -0.5039  -0.4364
C12 -6.2159 -3.3898 0.2517  -0.7566
C13 -1.3842 -2.2027 -2.6822  -0.8885
C14 -1.2074 -1.4770 -3.9552  -0.5024
C15 0.2465 -1.0193 -4.1985  -0.4896
C16 0.4717 -0.1861 -5.4954  -1.3077
H1 -6.5132 0.2078 -1.8633  0.4925
H2 -6.5249 1.3505 -0.5024  0.2724
H3 -6.2991 -0.2885 -0.1686  0.1580
H4 -4.2049 1.4788 -0.6951  0.3067
H5 -4.6231 1.0843 -2.3498  0.6779
H6 -3.6582 -0.8890 -0.2707  -0.1216
H7 -2.7653 -0.1254 -1.5586  -0.0627
H8 -4.0791 -1.2146 -3.2658  0.7771
H9 -5.1564 -1.9727 -2.0204  0.8363
H10 -3.4279 -3.5416 -4.4560  0.7036
H11 -4.1628 -4.8408 -3.4418  0.3341
H12 -1.9460 -5.8196 -3.0469  0.3611
H13 -1.2220 -4.5897 -4.2463  0.1620
H14 -1.4426 -6.8118 -5.2260  0.3615
H15 -2.4085 -5.5121 -5.9888  0.3634
H16 -4.4322 -6.5045 -4.7345  0.2886
H17 -3.3547 -7.7579 -4.0500  0.2996
H18 -3.8926 -7.7107 -5.7454  0.3792
H19 -3.1844 -2.9147 0.2493  -0.0869
H20 -1.9420 -3.9914 -0.4678  0.7209
H21 -3.9546 -4.8959 0.9007  0.5455
H22 -3.5304 -5.6635 -0.6499  0.4008
H23 -6.0269 -5.4808 -0.2091  0.4737
H24 -5.6911 -4.4619 -1.5763  0.2100
H25 -5.8613 -2.4485 -0.1684  -0.1713
H26 -5.9662 -3.4468 1.3112  0.3691
H27 -7.2824 -3.3868 0.0266  0.4023
H28 -0.6815 -3.0348 -2.7249  0.8533
H29 -1.2816 -1.5176 -1.8406  -0.2336
H30 -1.8961 -0.6322 -3.9653  0.2255
H31 -1.5011 -2.1819 -4.7331  0.4061
H32 0.8712 -1.9125 -4.2111  0.4193
H33 0.6309 -0.4259 -3.3689  0.2967
H34 0.2832 0.8751 -5.3330  0.3217
H35 -0.1628 -0.6092 -6.2742  0.3536
H36 1.5418 -0.2965 -5.6713  0.3700
C17 -3.8168 -0.3915 3.0412  -1.4325
C18 -4.6040 0.9100 2.8768  2.2357
C19 -5.9424 0.9130 3.5659  -1.0430
C20 -6.4458 2.3476 3.5732  -1.0753
P2 -5.8920 3.4493 4.9615  0.6793
C21 -6.5655 2.7283 6.4877  -0.9068
C22 -6.1079 3.5518 7.6891  -0.6830
C23 -6.8884 3.3682 8.9611  -0.5437
C24 -6.2100 4.1739 10.1231  -1.3094
C25 -4.0634 3.6871 5.1499  -1.0724
C26 -3.3537 4.2057 3.8568  -0.6726
C27 -1.8299 4.0678 3.8992  -0.8227
C28 -1.3517 2.6541 3.4150  -1.1833
C29 -6.7861 5.1011 4.8085  -1.0040
C30 -6.7781 5.6799 3.3640  -0.7928
C31 -7.1433 7.1293 3.2877  -0.4716
C32 -7.2379 7.5804 1.8316  -1.3486
H37 -2.8438 -0.3598 2.5510  0.2200
H38 -4.4976 -1.1047 2.5765  0.2616
H39 -3.7900 -0.7959 4.0530  0.4692
H40 -4.6535 1.0203 1.7935  -0.2685
H41 -3.9811 1.6855 3.3225  -1.3558
H42 -5.7555 0.5945 4.5914  0.1702
H43 -6.5483 0.1416 3.0905  0.6227
H44 -7.5201 2.1896 3.6689  0.4635
H45 -6.1942 2.9290 2.6862  0.6195
H46 -6.3952 1.6517 6.4825  0.6480
H47 -7.6429 2.8880 6.4451  0.4523
H48 -6.4369 4.5432 7.3777  0.2221
H49 -5.0343 3.6918 7.8151  0.3968
H50 -6.9487 2.3031 9.1850  0.4099
H51 -7.8972 3.7798 8.9296  0.3395
H52 -6.6591 3.7976 11.0422  0.3936
H53 -6.2130 5.2539 9.9756  0.3382
H54 -5.1480 3.9293 10.1012  0.3423
H55 -3.6566 2.7141 5.4257  0.5615
H56 -3.8966 4.3466 6.0015  0.7635
H57 -3.6218 5.2567 3.7484  0.4837
H58 -3.7073 3.6942 2.9616  0.3688
H59 -1.6146 4.2304 4.9553  0.3326
H60 -1.3547 4.8732 3.3393  0.4113
H61 -0.2752 2.4935 3.3564  0.4947
H62 -1.6348 2.4099 2.3911  0.2782
H63 -1.8183 1.7966 3.8998  0.2642
H64 -6.1941 5.7591 5.4446  0.5907
H65 -7.7957 5.0828 5.2190  0.5523
H66 -7.5245 5.1520 2.7705  0.3949
H67 -5.8626 5.5152 2.7958  0.3861
H68 -6.4349 7.7795 3.8011  0.3966
H69 -8.1168 7.3212 3.7388  0.3303
H70 -7.9569 6.8826 1.4023  0.3283
H71 -6.3150 7.4712 1.2619  0.3418
H72 -7.5765 8.6106 1.7221  0.3898
C33 11.5482 1.1640 -5.7542  -1.2369
C34 10.0819 1.0425 -5.3407  -0.5014
C35 10.0242 0.2213 -4.0501  -0.2528
C36 8.5804 -0.1828 -3.6095  -1.2382
P3 8.4646 -1.3143 -2.0713  0.2551
C37 9.5030 -2.7743 -2.3715  -0.9469
C38 9.1482 -3.5902 -3.5967  -0.6369
C39 10.3917 -4.2948 -4.2432  -0.7119
C40 11.3952 -3.4470 -4.9712  -1.1095
C41 9.1678 -0.3354 -0.6985  -0.9725
C42 9.0852 -1.0431 0.6415  -0.8665
C43 8.7849 -0.0916 1.9151  -0.7041
C44 8.5475 -0.8677 3.1939  -1.2019
C45 6.6699 -1.6239 -1.7121  -1.0584
C46 5.7629 -0.3487 -1.5892  -0.4333
C47 4.3359 -0.7017 -1.2342  -0.2803
C48 3.5061 0.3561 -0.6265  -1.3655
H73 11.7198 1.7157 -6.6785  0.3990
H74 11.9898 0.1793 -5.9071  0.2810
H75 12.1294 1.6852 -4.9935  0.3177
H76 9.5278 0.4842 -6.0952  0.3411
H77 9.4893 1.9513 -5.2347  0.4065
H78 10.5579 0.6608 -3.2074  0.3553
H79 10.6079 -0.6636 -4.3038  -0.1738
H80 7.9821 -0.6218 -4.4079  0.6505
H81 8.0250 0.7415 -3.4505  0.6902
H82 9.3789 -3.4280 -1.5082  0.6433
H83 10.5028 -2.3403 -2.3846  0.5007
H84 8.6996 -2.9845 -4.3841  0.3769
H85 8.3873 -4.2726 -3.2180  0.4403
H86 9.9578 -5.0039 -4.9481  0.3789
H87 10.8838 -4.8757 -3.4632  0.3451
H88 12.2476 -3.9839 -5.3875  0.3743
H89 11.8030 -2.7852 -4.2071  0.2598
H90 11.0656 -2.6761 -5.6678  0.3097
H91 8.7467 0.6602 -0.5588  0.6379
H92 10.2028 -0.2686 -1.0338  0.6873
H93 10.0677 -1.4885 0.7972  0.3984
H94 8.3593 -1.8560 0.6584  0.4665
H95 7.9578 0.5185 1.5518  0.3813
H96 9.5201 0.7098 1.9882  0.4300
H97 8.5369 -0.2477 4.0903  0.3724
H98 9.3501 -1.5973 3.3019  0.2885
H99 7.5843 -1.3279 2.9735  0.3127
H100 6.6424 -2.1577 -0.7622  0.6235
H101 6.2144 -2.3241 -2.4123  0.6100
H102 5.7359 0.1465 -2.5598  0.3003
H103 6.2915 0.3314 -0.9212  0.3177
H104 4.5091 -1.3363 -0.3651  0.2450
H105 3.9469 -1.3628 -2.0086  0.3501
H106 3.2002 1.0966 -1.3654  0.4215
H107 4.0372 0.9197 0.1406  0.3546
H108 2.5226 0.1036 -0.2302  0.1569
O1 0.2178 2.3869 -0.8642  -0.5163
C49 -0.5509 2.9794 -1.6833  0.5381
O2 -1.7449 2.6948 -1.9388  -0.7267
O3 -0.3435 4.0148 -2.3624  -0.8179
H109 -0.1563 1.5890 -0.4834  0.7073
N1 -0.2846 -0.7309 1.0494  0.7744
O4 -0.9083 -1.7681 1.0045  -0.6052
O5 -0.5138 0.1256 0.1603  -0.5008
O6 0.5458 -0.5632 1.8775  -0.7414

Computed properties:
* energy above the lowest of the compared OMol25 structures with the same formula, charge and spin: 6.8789 eV
* LUMO energy: -1.496 eV
* spin multiplicity: 1
* energy: -3462.13112 hartree
* net charge: +1
* E_HOMO: -4.90 eV